# 1
{"formula": "C5H11NO", "method": "wB97M-V/def2-TZVPD", "species": ["H", "N", "H", "C", "H", "C", "C", "H", "H", "O", "H", "H", "H", "C", "H", "H", "C", "H"], "positions_angstrom": [[1.410, 1.107, -1.181], [0.380, -0.144, 0.198], [1.828, 1.293, 0.530], [-0.335, -0.806, -0.890], [-0.331, -0.311, -1.863], [0.969, -1.321, -0.379], [0.991, 1.132, -0.158], [1.834, -1.201, -1.033], [-2.437, -1.411, -1.240], [-1.719, -2.176, 0.483], [0.959, -2.207, 0.252], [-0.503, -1.043, 2.566], [-0.578, -1.282, 3.268], [-1.598, -1.515, -0.520], [0.437, 3.224, -0.266], [-0.862, 2.106, -0.721], [-0.023, 2.258, -0.032], [-0.423, 2.296, 0.985]], "forces_ev_per_angstrom": [[-0.07, -0.03, 0.13], [0.04, 0.05, 0.04], [-0.12, -0.03, -0.08], [-0.15, 0.01, -0.17], [-0.01, -0.07, 0.16], [0.20, -0.15, 0.01], [0.08, 0.11, -0.05], [-0.14, 0.01, 0.10], [0.06, -0.02, 0.08], [0.02, 0.28, -0.44], [-0.03, 0.13, -0.10], [0.00, -0.03, 0.09], [0.02, 0.04, -0.03], [0.01, -0.21, 0.27], [-0.06, -0.14, 0.03], [0.12, 0.02, 0.09], [-0.04, 0.02, 0.02], [0.06, 0.00, -0.14]], "nbo_charge": [0.161, -0.368, 0.203, -0.224, 0.201, -0.225, -0.217, 0.194, 0.109, -0.505, 0.223, 0.021, -0.027, 0.430, 0.214, 0.202, -0.614, 0.220], "smiles": "CCN1C[C@H]1C=O.[H][H]", "de_lowest_kj_mol": 302.8, "fmax_ev_per_a": 0.5, "e_tot_ev": -8898.5588, "homo_lumo_gap_ev": 10.4, "e_homo_ev": -9.532}

***

# 2
{"formula": "C5H11NO", "method": "wB97M-V/def2-TZVPD", "species": ["O", "C", "C", "H", "H", "H", "N", "H", "C", "H", "C", "C", "H", "H", "H", "H", "H", "H"], "positions_angstrom": [[0.754, 2.391, -1.013], [-1.571, 0.865, 0.377], [1.338, 1.512, -0.403], [-0.932, -1.833, 0.588], [-0.663, 0.407, -1.505], [-2.602, 0.668, 0.061], [0.800, 0.312, -0.061], [-1.375, 1.933, 0.258], [-0.931, -1.437, -0.435], [-1.936, -1.577, -0.844], [-0.592, 0.051, -0.470], [1.594, -0.680, 0.638], [2.562, -0.240, 0.899], [2.386, 1.627, -0.062], [1.784, -1.559, 0.011], [-1.483, 0.604, 1.438], [1.110, -1.012, 1.564], [-0.243, -2.033, -1.041]], "forces_ev_per_angstrom": [[0.16, -0.27, 0.13], [-0.03, 0.03, 0.04], [-0.07, 0.01, 0.01], [0.01, 0.07, -0.18], [-0.03, -0.05, 0.14], [0.17, 0.01, 0.03], [0.05, 0.22, -0.09], [-0.01, -0.13, 0.04], [0.00, -0.04, -0.03], [0.14, 0.03, 0.07], [-0.10, -0.01, -0.05], [0.08, -0.08, 0.05], [-0.19, -0.05, -0.04], [-0.14, -0.03, -0.06], [-0.03, 0.12, 0.13], [0.01, -0.01, -0.14], [0.07, 0.09, -0.14], [-0.08, 0.08, 0.08]], "nbo_charge": [-0.625, -0.618, 0.535, 0.205, 0.216, 0.209, -0.440, 0.238, -0.620, 0.224, -0.045, -0.402, 0.213, 0.106, 0.195, 0.199, 0.198, 0.212], "smiles": "CC(C)N(C)C=O", "de_lowest_kj_mol": 47.7, "fmax_ev_per_a": 0.3, "e_tot_ev": -8901.2034, "homo_lumo_gap_ev": 10.1, "e_homo_ev": -9.269}

***

# 3
{"formula": "C5H11NO", "method": "wB97M-V/def2-TZVPD", "species": ["H", "H", "C", "C", "H", "H", "H", "C", "N", "H", "C", "H", "H", "H", "H", "C", "O", "H"], "positions_angstrom": [[-0.279, 1.763, 1.618], [-1.241, -1.261, 0.321], [-1.851, -0.052, -1.327], [-1.195, -0.201, 0.045], [-2.933, -0.207, -1.251], [-1.684, 0.939, -1.761], [0.467, 2.438, 0.164], [2.119, -1.387, 0.071], [1.079, -0.812, 0.728], [-1.458, -0.797, -2.027], [0.283, 0.250, 0.122], [0.698, 0.339, -0.887], [2.529, -2.261, 0.612], [0.722, -1.268, 1.555], [1.464, 1.596, 1.353], [0.489, 1.589, 0.855], [2.570, -1.006, -0.992], [-1.780, 0.337, 0.800]], "forces_ev_per_angstrom": [[0.12, -0.09, -0.08], [-0.03, 0.14, 0.00], [-0.02, 0.03, -0.08], [-0.06, -0.03, 0.08], [0.16, 0.02, -0.05], [-0.02, -0.09, 0.10], [-0.09, -0.16, 0.06], [0.03, 0.04, -0.06], [0.09, -0.11, -0.03], [0.00, 0.16, 0.07], [-0.04, 0.05, -0.09], [-0.14, 0.00, 0.12], [0.00, 0.10, -0.05], [0.14, 0.02, -0.09], [-0.10, 0.03, -0.15], [0.00, 0.04, 0.02], [-0.10, -0.14, 0.32], [0.06, -0.01, -0.10]], "nbo_charge": [0.201, 0.202, -0.603, -0.400, 0.211, 0.205, 0.218, 0.528, -0.612, 0.210, -0.076, 0.234, 0.109, 0.391, 0.222, -0.616, -0.619, 0.197], "smiles": "CC[C@@H](C)NC=O", "de_lowest_kj_mol": 46.8, "fmax_ev_per_a": 0.4, "e_tot_ev": -8901.2126, "homo_lumo_gap_ev": 10.6, "e_homo_ev": -9.715}

***

# 4
{"formula": "C5H11NO", "method": "wB97M-V/def2-TZVPD", "species": ["H", "H", "O", "C", "H", "N", "C", "H", "H", "H", "H", "H", "C", "H", "C", "C", "H", "H"], "positions_angstrom": [[1.707, -1.491, -2.194], [-2.641, -0.702, 1.564], [-1.820, -0.877, -0.711], [0.687, 1.269, 0.767], [0.112, 1.507, 1.662], [-0.111, 0.520, -0.184], [-1.240, -0.188, 0.120], [-0.217, -0.017, -2.172], [1.013, 2.218, 0.324], [1.586, 0.715, 1.075], [1.239, 0.897, -1.699], [0.606, -2.067, -0.937], [1.269, -1.238, -1.228], [-1.023, -0.393, 2.263], [0.547, 0.098, -1.403], [-1.759, -0.070, 1.521], [2.065, -1.165, -0.479], [-2.026, 0.967, 1.731]], "forces_ev_per_angstrom": [[0.20, -0.18, 0.08], [-0.04, 0.06, 0.19], [0.36, 0.17, 0.27], [0.02, 0.03, 0.11], [0.07, -0.05, -0.14], [-0.13, -0.24, 0.03], [-0.15, 0.09, -0.06], [0.10, 0.14, 0.00], [-0.08, -0.20, 0.00], [-0.13, 0.05, -0.04], [-0.07, -0.26, -0.02], [0.00, 0.50, -0.13], [0.19, -0.03, -0.11], [-0.09, 0.01, -0.09], [0.07, -0.06, -0.21], [-0.21, 0.03, 0.15], [-0.02, -0.01, -0.16], [-0.09, -0.05, 0.12]], "nbo_charge": [0.214, 0.246, -0.633, -0.407, 0.215, -0.443, 0.682, 0.232, 0.202, 0.190, 0.191, 0.225, -0.623, 0.223, -0.218, -0.715, 0.196, 0.225], "smiles": "CCN(C)C(C)=O", "de_lowest_kj_mol": 40.5, "fmax_ev_per_a": 0.5, "e_tot_ev": -8901.2771, "homo_lumo_gap_ev": 10.1, "e_homo_ev": -9.155}

***

# 5
{"formula": "C5H11NO", "method": "wB97M-V/def2-TZVPD", "species": ["H", "H", "H", "H", "H", "C", "O", "C", "C", "C", "H", "H", "H", "N", "C", "H", "H", "H"], "positions_angstrom": [[0.334, -1.524, 2.331], [0.916, -0.408, -1.604], [0.800, 1.464, -2.975], [-1.318, 0.666, 1.216], [1.208, 2.418, -1.528], [-0.716, -1.702, 2.059], [-0.987, -1.315, 0.729], [1.336, 1.442, -2.012], [-0.762, 0.050, 0.494], [-0.975, 0.372, -0.984], [-0.920, -2.773, 2.130], [0.954, 1.450, 0.615], [1.478, -0.267, 0.636], [0.549, 0.448, -1.205], [0.721, 0.437, 0.285], [-1.398, 1.359, -1.178], [-1.358, -1.169, 2.777], [-1.482, -0.403, -1.563]], "forces_ev_per_angstrom": [[-0.15, -0.01, -0.05], [-0.44, -0.36, 0.24], [0.27, 0.04, 0.06], [0.14, -0.11, -0.14], [-0.20, 0.00, 0.02], [0.07, -0.11, 0.25], [0.02, -0.02, -0.12], [-0.33, 0.26, 0.05], [0.04, 0.21, -0.02], [-0.02, 0.16, -0.13], [0.04, 0.17, -0.02], [0.03, -0.12, -0.10], [-0.08, 0.12, -0.06], [0.11, -0.22, 0.01], [0.16, 0.04, 0.13], [0.11, -0.14, 0.00], [0.08, -0.04, -0.17], [0.15, 0.13, 0.04]], "nbo_charge": [0.167, 0.422, 0.147, 0.180, 0.136, -0.254, -0.527, -0.745, 0.063, -0.248, 0.202, 0.225, 0.221, -0.366, -0.240, 0.222, 0.170, 0.225], "de_lowest_kj_mol": 480.1, "fmax_ev_per_a": 0.6, "e_tot_ev": -8896.7214, "homo_lumo_gap_ev": 7.2, "e_homo_ev": -6.438}

***

# 6
{"formula": "C5H11NO", "method": "wB97M-V/def2-TZVPD", "species": ["H", "N", "C", "H", "C", "C", "H", "H", "H", "C", "H", "H", "O", "H", "H", "H", "C", "H"], "positions_angstrom": [[1.508, 1.391, 1.790], [0.958, -0.757, 0.239], [0.484, 1.358, 1.406], [0.139, 2.388, 1.260], [0.401, 0.582, 0.089], [-1.736, -0.776, -0.698], [-1.666, 1.171, 0.231], [-1.250, -1.594, -0.166], [1.072, 1.060, -0.627], [-1.053, 0.589, -0.462], [2.019, -2.357, -0.476], [-2.782, -0.755, -0.366], [2.485, -0.646, -1.472], [0.497, -1.401, 0.863], [-1.723, -1.049, -1.757], [-1.067, 1.159, -1.395], [1.877, -1.271, -0.628], [-0.163, 0.909, 2.170]], "forces_ev_per_angstrom": [[-0.14, -0.04, -0.08], [0.12, 0.05, -0.19], [0.00, 0.03, 0.05], [0.06, -0.17, -0.02], [0.24, 0.08, 0.10], [-0.06, 0.15, -0.09], [0.04, -0.07, 0.03], [-0.10, 0.06, 0.03], [-0.15, -0.03, 0.01], [-0.24, -0.01, -0.07], [0.10, 0.10, 0.03], [0.21, 0.03, -0.16], [-0.25, -0.12, 0.18], [0.15, 0.03, -0.08], [0.00, 0.01, 0.14], [0.02, -0.10, 0.07], [-0.10, 0.02, 0.14], [0.09, -0.01, -0.08]], "nbo_charge": [0.218, -0.617, -0.606, 0.214, -0.067, -0.612, 0.201, 0.194, 0.232, -0.416, 0.106, 0.213, -0.612, 0.389, 0.215, 0.216, 0.534, 0.198], "smiles": "CC[C@@H](C)NC=O", "de_lowest_kj_mol": 55.1, "fmax_ev_per_a": 0.3, "e_tot_ev": -8901.1262, "homo_lumo_gap_ev": 10.6, "e_homo_ev": -9.742}

***

# 7
{"formula": "C5H11NO", "method": "wB97M-V/def2-TZVPD", "species": ["C", "H", "H", "H", "N", "H", "C", "C", "H", "H", "H", "H", "C", "H", "C", "O", "H", "H"], "positions_angstrom": [[2.154, -0.262, 0.410], [2.043, -1.113, -0.272], [-1.656, -0.443, 1.789], [-0.135, 3.063, -1.596], [-0.228, 0.295, 0.320], [-0.279, 2.395, -1.297], [-1.549, 0.001, 0.799], [0.880, -0.038, 1.209], [-0.584, -1.845, 0.040], [2.386, 0.624, -0.188], [1.004, 0.806, 1.896], [-1.299, -1.620, -2.300], [-1.382, -0.708, -1.672], [-2.324, 0.703, 0.498], [-0.924, -0.851, -0.256], [-1.835, 0.317, -2.123], [2.999, -0.469, 1.075], [0.651, -0.928, 1.824]], "forces_ev_per_angstrom": [[0.03, 0.00, -0.03], [0.01, 0.11, 0.09], [0.04, 0.06, -0.15], [0.00, -0.03, 0.02], [0.04, 0.04, 0.04], [0.02, 0.09, -0.03], [-0.17, 0.07, 0.17], [0.09, -0.04, 0.10], [-0.04, 0.16, -0.05], [-0.02, -0.12, 0.08], [-0.02, -0.11, -0.09], [-0.01, 0.10, 0.04], [-0.16, 0.29, -0.09], [0.11, -0.12, 0.02], [0.01, -0.20, -0.11], [0.20, -0.45, 0.17], [-0.12, 0.03, -0.09], [0.00, 0.11, -0.09]], "nbo_charge": [-0.614, 0.202, 0.194, -0.030, -0.368, 0.024, -0.223, -0.217, 0.201, 0.220, 0.203, 0.109, 0.430, 0.223, -0.224, -0.506, 0.214, 0.161], "smiles": "CCN1C[C@H]1C=O.[H][H]", "de_lowest_kj_mol": 302.5, "fmax_ev_per_a": 0.5, "e_tot_ev": -8898.5625, "homo_lumo_gap_ev": 10.4, "e_homo_ev": -9.529}

***

# 8
{"formula": "C5H11NO", "method": "wB97M-V/def2-TZVPD", "species": ["C", "C", "H", "H", "H", "H", "H", "N", "H", "C", "C", "C", "O", "H", "H", "H", "H", "H"], "positions_angstrom": [[-0.988, -0.060, -0.104], [1.289, -0.648, 1.074], [2.255, -1.132, 0.897], [-1.777, -0.269, 1.894], [-0.707, 1.134, 1.703], [0.823, -1.134, 1.939], [-1.780, -0.713, -0.495], [-0.572, 0.898, -1.153], [1.598, 0.951, -1.043], [0.412, -0.734, -0.166], [0.754, 0.291, -1.277], [-1.473, 0.529, 1.207], [1.026, -0.205, -2.557], [-2.350, 1.163, 1.029], [-0.579, 1.874, -0.873], [0.387, -1.762, -0.544], [0.192, -0.577, -2.880], [1.490, 0.395, 1.350]], "forces_ev_per_angstrom": [[-0.19, -0.15, 0.13], [0.02, 0.03, 0.05], [-0.13, 0.08, 0.00], [0.06, 0.12, -0.08], [-0.10, -0.06, -0.10], [0.06, 0.04, -0.14], [0.10, 0.06, 0.08], [0.00, 0.19, 0.01], [-0.12, -0.08, 0.04], [0.04, -0.09, 0.03], [0.23, 0.10, 0.22], [0.02, 0.03, 0.03], [-0.19, -0.14, -0.14], [0.13, -0.09, 0.02], [-0.03, -0.13, -0.09], [-0.01, 0.15, 0.05], [0.18, 0.08, -0.06], [-0.05, -0.15, -0.04]], "nbo_charge": [-0.039, -0.612, 0.220, 0.217, 0.204, 0.212, 0.179, -0.650, 0.157, -0.260, 0.249, -0.630, -0.708, 0.216, 0.366, 0.208, 0.468, 0.201], "smiles": "C[C@H]1[C@@H](C)N[C@@H]1O", "de_lowest_kj_mol": 134.5, "fmax_ev_per_a": 0.3, "e_tot_ev": -8900.3030, "homo_lumo_gap_ev": 10.2, "e_homo_ev": -9.198}

***

What did the first record say?
{"formula": "C5H11NO", "method": "wB97M-V/def2-TZVPD", "species": ["H", "N", "H", "C", "H", "C", "C", "H", "H", "O", "H", "H", "H", "C", "H", "H", "C", "H"], "positions_angstrom": [[1.410, 1.107, -1.181], [0.380, -0.144, 0.198], [1.828, 1.293, 0.530], [-0.335, -0.806, -0.890], [-0.331, -0.311, -1.863], [0.969, -1.321, -0.379], [0.991, 1.132, -0.158], [1.834, -1.201, -1.033], [-2.437, -1.411, -1.240], [-1.719, -2.176, 0.483], [0.959, -2.207, 0.252], [-0.503, -1.043, 2.566], [-0.578, -1.282, 3.268], [-1.598, -1.515, -0.520], [0.437, 3.224, -0.266], [-0.862, 2.106, -0.721], [-0.023, 2.258, -0.032], [-0.423, 2.296, 0.985]], "forces_ev_per_angstrom": [[-0.07, -0.03, 0.13], [0.04, 0.05, 0.04], [-0.12, -0.03, -0.08], [-0.15, 0.01, -0.17], [-0.01, -0.07, 0.16], [0.20, -0.15, 0.01], [0.08, 0.11, -0.05], [-0.14, 0.01, 0.10], [0.06, -0.02, 0.08], [0.02, 0.28, -0.44], [-0.03, 0.13, -0.10], [0.00, -0.03, 0.09], [0.02, 0.04, -0.03], [0.01, -0.21, 0.27], [-0.06, -0.14, 0.03], [0.12, 0.02, 0.09], [-0.04, 0.02, 0.02], [0.06, 0.00, -0.14]], "nbo_charge": [0.161, -0.368, 0.203, -0.224, 0.201, -0.225, -0.217, 0.194, 0.109, -0.505, 0.223, 0.021, -0.027, 0.430, 0.214, 0.202, -0.614, 0.220], "smiles": "CCN1C[C@H]1C=O.[H][H]", "de_lowest_kj_mol": 302.8, "fmax_ev_per_a": 0.5, "e_tot_ev": -8898.5588, "homo_lumo_gap_ev": 10.4, "e_homo_ev": -9.532}